No. 1
{
  "formula": "C33H91N6O14V",
  "method": "ωB97M-V/def2-TZVPD",
  "symbols": ["O", "V", "C", "C", "C", "O", "H", "H", "H", "H", "H", "H", "H", "C", "C", "O", "O", "H", "H", "H", "H", "H", "H", "C", "C", "O", "O", "H", "H", "H", "H", "H", "H", "C", "C", "O", "O", "H", "H", "H", "H", "H", "H", "C", "C", "C", "O", "C", "N", "H", "H", "H", "H", "H", "H", "H", "H", "H", "H", "H", "C", "C", "C", "O", "C", "N", "H", "H", "H", "H", "H", "H", "H", "H", "H", "H", "H", "C", "C", "C", "O", "C", "N", "H", "H", "H", "H", "H", "H", "H", "H", "H", "H", "H", "C", "C", "C", "O", "C", "N", "H", "H", "H", "H", "H", "H", "H", "H", "H", "H", "H", "C", "C", "C", "O", "C", "N", "H", "H", "H", "H", "H", "H", "H", "H", "H", "H", "H", "C", "C", "C", "O", "C", "N", "H", "H", "H", "H", "H", "H", "H", "H", "H", "H", "H"],
  "positions_angstrom": [[-0.75, 1.56, 3.96], [-1.78, 1.33, 2.77], [-0.95, -0.72, -0.59], [-0.41, -0.27, 0.71], [1.03, 0.20, 0.46], [-1.35, 0.67, 1.18], [-0.29, -1.50, -1.00], [-0.85, 0.14, -1.28], [-2.00, -0.96, -0.63], [-0.37, -1.03, 1.48], [1.36, 0.89, 1.29], [1.08, 0.81, -0.45], [1.68, -0.72, 0.42], [-1.38, 4.61, 2.23], [0.15, 4.75, 2.35], [0.80, 4.48, 1.18], [-1.89, 3.34, 1.87], [-1.81, 5.36, 1.54], [-1.84, 4.82, 3.23], [0.47, 4.09, 3.14], [0.36, 5.80, 2.64], [0.66, 5.20, 0.54], [-1.71, 3.14, 0.92], [-1.33, 3.36, -2.00], [-1.17, 4.86, -2.34], [0.01, 5.35, -1.68], [-1.26, 3.12, -0.57], [-0.54, 2.71, -2.44], [-2.34, 3.01, -2.30], [-2.01, 5.42, -1.98], [-1.16, 4.97, -3.46], [0.86, 4.99, -2.04], [-0.34, 3.18, -0.39], [3.58, 3.03, -3.61], [3.66, 3.70, -2.23], [2.44, 3.33, -1.56], [2.59, 3.56, -4.50], [3.39, 1.97, -3.40], [4.51, 3.03, -4.11], [3.65, 4.79, -2.32], [4.53, 3.34, -1.71], [2.72, 3.34, -0.61], [2.95, 4.39, -4.83], [1.45, -3.29, 3.64], [1.65, -1.92, 4.29], [2.48, -0.93, 3.48], [2.23, 0.31, 4.00], [3.17, 1.20, 3.57], [0.29, -1.30, 4.62], [2.42, -3.78, 3.44], [1.00, -3.19, 2.64], [0.87, -3.89, 4.34], [2.20, -2.00, 5.27], [2.24, -0.91, 2.42], [3.55, -1.21, 3.61], [3.48, 0.94, 2.53], [4.02, 1.27, 4.19], [2.67, 2.20, 3.68], [-0.21, -1.87, 5.32], [0.45, -0.38, 5.04], [-4.07, -2.27, 3.13], [-3.64, -0.80, 2.90], [-4.68, 0.32, 3.19], [-4.06, 1.59, 2.89], [-4.91, 2.38, 2.00], [-2.42, -0.48, 3.63], [-3.22, -2.96, 3.00], [-4.79, -2.45, 2.32], [-4.57, -2.45, 4.07], [-3.33, -0.83, 1.85], [-5.11, 0.33, 4.24], [-5.43, 0.05, 2.47], [-4.98, 3.40, 2.34], [-5.87, 1.91, 1.93], [-4.37, 2.38, 1.02], [-1.67, -1.18, 3.52], [-2.62, -0.37, 4.64], [2.34, -5.26, 0.13], [3.21, -4.54, -0.81], [3.20, -2.97, -0.48], [4.02, -2.24, -1.34], [3.75, -2.28, -2.70], [4.57, -5.05, -0.65], [1.37, -4.73, 0.16], [2.73, -5.35, 1.14], [2.06, -6.29, -0.08], [2.84, -4.69, -1.80], [3.48, -2.84, 0.55], [2.18, -2.55, -0.45], [2.73, -1.98, -3.00], [4.09, -3.24, -3.16], [4.37, -1.48, -3.09], [4.78, -5.23, 0.32], [5.28, -4.39, -0.97], [-0.75, -0.35, -4.64], [-1.49, -1.36, -5.41], [-1.99, -2.48, -4.52], [-0.77, -3.08, -3.99], [-1.03, -4.11, -3.12], [-2.67, -0.87, -6.16], [-1.26, 0.04, -3.73], [-0.48, 0.51, -5.23], [0.16, -0.80, -4.25], [-0.82, -1.77, -6.17], [-2.56, -3.33, -4.91], [-2.65, -2.16, -3.68], [-1.37, -4.96, -3.69], [-1.82, -3.89, -2.41], [-0.18, -4.52, -2.54], [-2.80, -1.43, -7.00], [-2.46, 0.13, -6.44], [6.51, 3.00, 2.85], [6.84, 2.09, 1.68], [6.19, 2.55, 0.38], [4.77, 2.41, 0.36], [4.37, 1.13, -0.12], [8.30, 2.07, 1.48], [6.74, 2.55, 3.79], [5.45, 3.18, 2.88], [7.02, 3.93, 2.85], [6.49, 1.06, 1.92], [6.71, 2.07, -0.48], [6.39, 3.62, 0.37], [4.82, 0.32, 0.46], [4.71, 1.02, -1.18], [3.31, 1.05, 0.07], [8.57, 1.15, 1.10], [8.84, 2.17, 2.33], [-8.87, -1.96, -0.77], [-7.89, -2.18, -1.90], [-6.59, -1.46, -1.76], [-5.88, -2.12, -0.68], [-4.48, -2.07, -0.62], [-7.51, -3.55, -2.18], [-8.44, -2.11, 0.27], [-9.67, -2.77, -0.77], [-9.24, -0.93, -0.85], [-8.38, -1.81, -2.77], [-6.63, -0.39, -1.56], [-6.04, -1.57, -2.66], [-4.08, -1.03, -0.69], [-4.10, -2.59, -1.49], [-4.18, -2.65, 0.25], [-8.39, -4.06, -2.09], [-6.84, -3.86, -1.46]],
  "s_squared": 0.76,
  "multiplicity": 2,
  "e_above_lowest_kcal_mol": 1.44,
  "homo_energy_ev": [-10.7, -10.7],
  "charge": 1,
  "e_lumo_ev": [-1.90, -1.83]
}



No. 2
{
  "formula": "C33H91N7O34P6",
  "method": "ωB97M-V/def2-TZVPD",
  "symbols": ["C", "N", "O", "O", "H", "H", "H", "C", "N", "O", "O", "H", "H", "H", "C", "N", "O", "O", "H", "H", "H", "C", "O", "P", "O", "O", "C", "O", "C", "H", "H", "H", "H", "H", "H", "H", "H", "H", "C", "O", "P", "O", "O", "C", "O", "C", "H", "H", "H", "H", "H", "H", "H", "H", "H", "C", "O", "P", "O", "O", "C", "O", "C", "H", "H", "H", "H", "H", "H", "H", "H", "H", "C", "O", "P", "O", "O", "C", "O", "C", "H", "H", "H", "H", "H", "H", "H", "H", "H", "C", "O", "P", "O", "O", "C", "O", "C", "H", "H", "H", "H", "H", "H", "H", "H", "H", "C", "O", "P", "O", "O", "C", "O", "C", "H", "H", "H", "H", "H", "H", "H", "H", "H", "C", "C", "O", "N", "C", "H", "H", "H", "H", "H", "H", "H", "C", "C", "O", "N", "C", "H", "H", "H", "H", "H", "H", "H", "C", "C", "O", "N", "C", "H", "H", "H", "H", "H", "H", "H", "C", "C", "O", "N", "C", "H", "H", "H", "H", "H", "H", "H"],
  "positions_angstrom": [[-6.17, -0.30, -3.02], [-6.00, -1.44, -2.10], [-5.20, -1.31, -1.17], [-6.64, -2.47, -2.28], [-5.53, -0.49, -3.88], [-5.88, 0.63, -2.51], [-7.20, -0.30, -3.36], [-5.23, 0.87, 0.80], [-4.55, 2.08, 1.33], [-5.10, 3.16, 1.32], [-3.43, 1.93, 1.83], [-5.28, 0.86, -0.29], [-6.25, 0.90, 1.15], [-4.70, 0.00, 1.14], [6.92, -0.57, -0.67], [5.63, -1.31, -0.49], [4.57, -0.68, -0.48], [5.69, -2.50, -0.32], [7.64, -1.12, -1.27], [7.27, -0.40, 0.36], [6.66, 0.40, -1.09], [3.72, 7.55, -2.44], [3.25, 6.24, -1.98], [4.31, 5.08, -2.36], [4.96, 5.01, -3.68], [5.56, 5.27, -1.40], [5.23, 5.47, 0.03], [3.38, 3.98, -1.72], [4.02, 2.65, -1.67], [3.31, 8.24, -1.71], [3.48, 7.76, -3.48], [4.81, 7.61, -2.36], [5.99, 4.94, 0.60], [4.29, 4.98, 0.31], [5.36, 6.53, 0.27], [4.99, 2.71, -2.19], [3.44, 1.95, -2.26], [4.09, 2.21, -0.67], [-2.93, -2.09, 3.03], [-2.64, -1.40, 4.30], [-3.57, -1.93, 5.55], [-5.01, -1.82, 5.35], [-3.12, -3.37, 5.90], [-1.72, -3.82, 5.78], [-2.83, -1.04, 6.64], [-3.18, 0.41, 6.66], [-3.92, -2.52, 3.08], [-2.26, -2.94, 2.92], [-2.74, -1.41, 2.20], [-1.33, -4.28, 6.68], [-1.03, -3.01, 5.55], [-1.58, -4.58, 5.02], [-4.20, 0.40, 7.05], [-3.19, 0.82, 5.66], [-2.54, 0.96, 7.35], [-1.88, 0.00, -5.59], [-1.44, -1.40, -5.60], [-2.47, -2.51, -5.11], [-3.76, -1.97, -4.65], [-2.47, -3.62, -6.23], [-2.84, -3.09, -7.58], [-1.63, -3.35, -4.08], [-0.57, -2.75, -3.23], [-2.69, 0.10, -4.84], [-2.27, 0.25, -6.57], [-1.06, 0.72, -5.46], [-1.97, -2.90, -8.22], [-3.45, -2.19, -7.44], [-3.36, -3.88, -8.13], [-0.48, -1.66, -3.21], [0.43, -3.08, -3.55], [-0.74, -3.14, -2.22], [-0.07, 3.83, -0.36], [0.23, 4.20, 1.05], [0.85, 3.08, 1.97], [2.11, 2.43, 1.58], [-0.43, 2.13, 2.15], [-0.26, 0.89, 2.98], [1.15, 3.91, 3.28], [0.06, 4.76, 3.86], [-0.14, 4.81, -0.84], [-1.04, 3.37, -0.51], [0.69, 3.20, -0.83], [-1.07, 0.88, 3.69], [0.67, 0.84, 3.54], [-0.33, 0.03, 2.31], [-0.06, 4.60, 4.93], [-0.89, 4.56, 3.33], [0.25, 5.83, 3.83], [5.62, 2.40, 2.64], [5.98, 1.65, 3.85], [6.04, 0.05, 3.71], [6.70, -0.47, 2.50], [6.79, -0.26, 5.05], [6.18, 0.06, 6.39], [4.59, -0.55, 4.00], [3.62, -0.51, 2.84], [4.53, 2.48, 2.56], [5.96, 2.01, 1.69], [6.00, 3.41, 2.79], [5.63, 1.00, 6.41], [6.97, 0.05, 7.13], [5.44, -0.71, 6.58], [2.64, -0.60, 3.30], [3.72, -1.30, 2.13], [3.72, 0.46, 2.38], [2.36, -3.83, -0.21], [2.49, -3.53, 1.27], [1.08, -3.47, 2.05], [0.08, -2.59, 1.46], [0.50, -4.93, 2.36], [-0.34, -5.61, 1.31], [1.59, -3.04, 3.45], [2.49, -3.90, 4.30], [2.58, -4.87, -0.47], [3.10, -3.24, -0.76], [1.39, -3.49, -0.59], [0.41, -5.92, 0.58], [-0.89, -4.83, 0.79], [-0.98, -6.44, 1.60], [2.06, -4.12, 5.27], [3.41, -3.32, 4.32], [2.73, -4.77, 3.68], [-2.45, 2.67, -3.13], [-3.73, 3.29, -2.60], [-4.65, 2.56, -2.24], [-3.66, 4.62, -2.52], [-4.80, 5.39, -2.06], [-2.36, 2.54, -4.20], [-2.30, 1.69, -2.69], [-1.64, 3.33, -2.81], [-2.95, 5.18, -2.96], [-5.30, 5.00, -1.17], [-5.53, 5.31, -2.88], [-4.50, 6.39, -1.73], [-4.30, -7.37, 1.71], [-3.96, -5.97, 1.33], [-3.31, -5.23, 2.04], [-4.30, -5.67, 0.07], [-4.07, -4.31, -0.48], [-3.38, -7.94, 1.91], [-5.04, -7.84, 1.07], [-4.75, -7.33, 2.71], [-4.84, -6.30, -0.51], [-3.32, -4.33, -1.29], [-3.88, -3.64, 0.36], [-5.01, -3.90, -0.83], [1.47, -0.25, -0.56], [0.09, 0.03, -1.06], [-0.16, 0.70, -2.08], [-0.91, -0.57, -0.39], [-2.27, -0.39, -0.82], [2.16, -0.62, -1.33], [1.47, -0.84, 0.36], [1.78, 0.72, -0.15], [-0.70, -1.23, 0.35], [-2.68, 0.57, -0.54], [-2.95, -1.08, -0.31], [-2.29, -0.56, -1.89], [1.28, 3.02, -4.72], [1.85, 1.71, -5.15], [2.33, 1.54, -6.25], [1.84, 0.72, -4.22], [2.42, -0.55, -4.58], [0.53, 3.40, -5.40], [2.08, 3.77, -4.73], [0.91, 3.01, -3.69], [1.23, 0.76, -3.40], [3.29, -0.48, -5.22], [1.71, -1.05, -5.25], [2.61, -1.16, -3.70]],
  "homo_energy_ev": -9.1,
  "charge": 0,
  "e_lumo_ev": 0.26
}



No. 3
{
  "formula": "C33H92N10O9",
  "method": "ωB97M-V/def2-TZVPD",
  "symbols": ["C", "O", "C", "C", "C", "N", "H", "H", "H", "H", "H", "H", "H", "H", "H", "H", "H", "C", "O", "C", "C", "C", "N", "H", "H", "H", "H", "H", "H", "H", "H", "H", "H", "H", "C", "O", "C", "C", "C", "N", "H", "H", "H", "H", "H", "H", "H", "H", "H", "H", "H", "C", "O", "C", "C", "C", "N", "H", "H", "H", "H", "H", "H", "H", "H", "H", "H", "H", "C", "O", "C", "C", "C", "N", "H", "H", "H", "H", "H", "H", "H", "H", "H", "H", "H", "C", "O", "C", "C", "C", "N", "H", "H", "H", "H", "H", "H", "H", "H", "H", "H", "H", "C", "O", "C", "C", "C", "N", "H", "H", "H", "H", "H", "H", "H", "H", "H", "H", "H", "C", "O", "C", "C", "C", "N", "H", "H", "H", "H", "H", "H", "H", "H", "H", "H", "H", "N", "C", "N", "O", "H", "H", "H", "H"],
  "positions_angstrom": [[6.03, 1.46, -4.73], [6.75, 1.94, -3.52], [7.42, 3.12, -3.69], [8.46, 3.35, -2.58], [7.75, 3.69, -1.32], [9.51, 4.23, -2.96], [6.56, 1.27, -5.66], [5.29, 2.24, -4.92], [5.52, 0.51, -4.58], [7.80, 3.34, -4.70], [6.68, 3.92, -3.62], [8.88, 2.34, -2.48], [7.39, 4.70, -1.12], [8.52, 3.67, -0.55], [7.04, 2.93, -1.00], [10.13, 4.22, -2.17], [10.07, 3.96, -3.75], [-6.95, -2.78, -4.71], [-6.98, -4.09, -4.24], [-5.87, -4.82, -4.82], [-5.86, -6.35, -4.57], [-5.47, -6.71, -3.16], [-4.89, -6.98, -5.41], [-7.71, -2.15, -4.24], [-7.17, -2.52, -5.75], [-6.00, -2.27, -4.58], [-5.77, -4.74, -5.90], [-4.94, -4.28, -4.60], [-6.87, -6.72, -4.77], [-5.32, -7.78, -3.02], [-6.33, -6.49, -2.52], [-4.55, -6.22, -2.85], [-4.57, -7.87, -5.05], [-4.04, -6.44, -5.31], [-11.84, -0.31, 1.62], [-11.08, 0.90, 1.72], [-9.85, 0.83, 2.56], [-8.67, 0.22, 1.82], [-8.43, -1.28, 2.13], [-7.41, 0.84, 2.41], [-11.36, -1.21, 1.25], [-12.67, -0.06, 0.95], [-12.28, -0.60, 2.57], [-9.63, 1.88, 2.76], [-9.95, 0.35, 3.53], [-8.80, 0.37, 0.75], [-9.40, -1.78, 2.12], [-7.93, -1.45, 3.08], [-7.87, -1.80, 1.36], [-7.48, 0.51, 3.36], [-7.56, 1.84, 2.42], [8.48, -2.00, 3.45], [8.29, -1.09, 4.46], [7.13, -1.35, 5.09], [6.96, -2.53, 6.07], [5.60, -3.14, 6.26], [7.51, -2.26, 7.46], [8.52, -3.06, 3.71], [9.36, -1.66, 2.91], [7.80, -1.87, 2.60], [7.09, -0.54, 5.82], [6.27, -1.17, 4.44], [7.64, -3.28, 5.65], [5.52, -3.67, 7.21], [5.40, -3.91, 5.52], [4.81, -2.39, 6.24], [8.40, -1.80, 7.31], [7.68, -3.16, 7.89], [-1.27, 9.72, -4.25], [-1.01, 8.36, -3.84], [-1.29, 7.56, -5.05], [-1.19, 6.06, -4.70], [-1.05, 5.15, -6.09], [-2.47, 5.64, -3.98], [-0.54, 10.15, -4.94], [-1.40, 10.42, -3.43], [-2.21, 9.79, -4.78], [-2.23, 7.72, -5.57], [-0.44, 7.74, -5.71], [-0.44, 5.73, -3.98], [-0.16, 5.58, -6.55], [-1.88, 5.21, -6.79], [-0.58, 4.17, -6.06], [-2.40, 6.24, -3.17], [-2.28, 4.66, -3.85], [5.38, -7.49, -6.11], [4.28, -8.28, -5.52], [2.91, -7.77, -5.53], [2.67, -6.42, -4.82], [2.32, -6.62, -3.39], [1.42, -5.77, -5.41], [5.45, -6.54, -5.59], [5.22, -7.07, -7.10], [6.32, -8.04, -6.04], [2.37, -7.76, -6.48], [2.25, -8.44, -4.97], [3.42, -5.66, -5.05], [3.21, -7.11, -2.99], [1.40, -7.17, -3.18], [2.14, -5.69, -2.85], [1.61, -5.44, -6.34], [1.31, -5.00, -4.77], [1.76, 4.90, 4.13], [1.46, 5.22, 2.79], [1.63, 6.61, 2.38], [0.58, 7.65, 2.95], [-0.82, 7.22, 2.61], [0.79, 8.97, 2.43], [1.94, 3.83, 4.09], [1.07, 5.19, 4.93], [2.79, 5.20, 4.29], [2.63, 6.84, 2.76], [1.68, 6.61, 1.30], [0.64, 7.62, 4.04], [-0.99, 6.90, 1.58], [-1.58, 7.97, 2.80], [-1.09, 6.37, 3.23], [0.56, 8.89, 1.45], [1.80, 8.98, 2.42], [-2.15, -4.32, 5.51], [-2.89, -4.15, 6.74], [-2.12, -3.37, 7.65], [-2.32, -1.81, 7.32], [-1.47, -0.87, 8.27], [-3.68, -1.34, 7.48], [-1.15, -4.73, 5.67], [-1.98, -3.34, 5.07], [-2.64, -4.96, 4.78], [-2.50, -3.52, 8.66], [-1.07, -3.67, 7.60], [-2.05, -1.64, 6.28], [-1.48, 0.16, 7.92], [-0.42, -1.09, 8.42], [-1.94, -0.82, 9.25], [-4.25, -2.13, 7.21], [-3.82, -1.43, 8.48], [1.28, -0.01, -0.55], [-0.01, 0.10, -0.95], [-0.71, 0.53, 0.09], [-0.43, -0.13, -2.02], [1.43, -0.01, 0.45], [2.00, 0.23, -1.22], [-1.72, 0.57, 0.05], [-0.36, 1.10, 0.84]],
  "e_above_lowest_kcal_mol": 185.18,
  "homo_energy_ev": -9.1,
  "charge": 0,
  "e_lumo_ev": 0.12,
  "smiles": "COC[C@H](C)N.COC[C@H](C)N.COC[C@H](C)N.COC[C@H](C)N.COC[C@H](C)N.COC[C@H](C)N.COC[C@H](C)N.COC[C@H](C)N.NC(N)=O"
}



no.,total energy (eV)
1,-98980.906
2,-171482.433
3,-69031.174